<one>
The following is a DFT calculation (wB97M-V/def2-TZVPD) of a single C4H4BrClN2 molecule.

Gap between HOMO and LUMO in eV: 8.963
M in g/mol: 195.45
HOMO in eV: -9.156

Each line ends with the natural charge from an NBO analysis.
Element x y z (Å)
C -0.24 -1.77 0.66  -0.41
C 0.12 1.73 -0.49  -0.11
C 0.04 -0.40 0.06  0.29
N -0.71 0.72 -0.11  -0.40
H 2.25 1.81 -0.78  0.22
H -0.30 2.70 -0.62  0.22
N 1.31 -0.14 -0.25  -0.44
H -0.71 -1.82 1.59  0.23
Br -2.52 0.92 0.16  0.29
Cl -1.41 -2.74 -0.23  -0.06
H 0.81 -2.16 0.63  0.26
C 1.36 1.16 -0.61  -0.08

<two>
The following is a DFT calculation (wB97M-V/def2-TZVPD) of 2 unconnected molecules or ions with the total composition C4H4BrClN2.

Gap between HOMO and LUMO in eV: 9.887
M in g/mol: 195.45
HOMO in eV: -9.569

Each line ends with the natural charge from an NBO analysis.
Element x y z (Å)
H -1.56 1.41 3.61  0.22
C -2.72 -0.26 0.32  0.20
C -0.17 -0.82 -1.45  -0.39
N -0.23 1.80 1.96  -0.30
Cl -3.76 0.48 1.62  -0.03
H 0.67 -0.67 -2.08  0.20
C -0.87 1.67 2.89  0.07
Br -3.08 -2.06 -0.06  0.08
H -0.10 -1.72 -0.95  0.20
C -1.02 0.18 -1.30  -0.03
N -1.85 0.41 -0.22  -0.43
H -0.97 1.07 -1.94  0.21

<three>
The following is a DFT calculation (wB97M-V/def2-TZVPD) of a single C4H4BrClN2 molecule.

Gap between HOMO and LUMO (spin up / spin down) in eV: 8.126 / 8.119
M in g/mol: 195.45
HOMO (spin up / spin down) in eV: -8.863 / -8.840

Each line ends with the natural charge from an NBO analysis.
Element x y z (Å)
H 1.40 1.83 -0.75  0.22
N 0.91 -0.89 1.07  -0.28
C -0.79 -0.49 -1.05  -0.01
H 0.01 1.77 0.37  0.24
Br -1.94 0.12 1.56  0.13
C 1.35 0.18 0.68  0.01
H -1.11 -1.08 -1.90  0.20
H 2.32 0.53 1.02  0.22
C -1.17 -1.00 0.24  -0.13
C 0.66 1.18 -0.28  -0.32
Cl -1.64 -2.64 0.33  0.09
N -0.01 0.48 -1.30  -0.35

Stability check: which of them is least stable? <three>.

<one>
The following is a DFT calculation (wB97M-V/def2-TZVPD) of a single C3H4ClFO molecule.

Gap between HOMO and LUMO in eV: 9.913
M in g/mol: 110.52
HOMO in eV: -10.696

Each line ends with the natural charge from an NBO analysis.
Element x y z (Å)
F 0.32 1.20 0.97  -0.40
O -1.90 -0.15 -1.16  -0.51
Cl 1.44 -0.27 -0.68  -0.01
C -0.05 -0.05 0.35  0.26
H -1.17 -1.71 0.69  0.28
H -0.82 -0.72 2.45  0.27
C -0.36 -1.09 1.28  -0.71
C -1.19 0.70 -0.34  0.35
H 0.61 -1.71 1.55  0.26
H -1.22 1.78 -0.39  0.20

<two>
The following is a DFT calculation (wB97M-V/def2-TZVPD) of a single C3H4ClFO molecule.

Gap between HOMO and LUMO in eV: 10.583
M in g/mol: 110.52
HOMO in eV: -9.754

Each line ends with the natural charge from an NBO analysis.
Element x y z (Å)
C 0.34 1.14 0.62  -0.12
H 1.41 1.08 0.89  0.19
H 0.65 1.62 -1.19  0.47
H 0.64 -2.08 -0.53  0.18
F 2.13 -0.84 -0.03  -0.32
C 0.84 -1.08 -0.16  0.21
H -0.23 1.46 1.50  0.20
O 0.11 1.98 -0.49  -0.69
Cl -1.73 -0.56 -0.03  0.02
C -0.05 -0.21 0.19  -0.14

<three>
The following is a DFT calculation (wB97M-V/def2-TZVPD) of a single C3H4ClFO molecule.

Gap between HOMO and LUMO in eV: 10.723
M in g/mol: 110.52
HOMO in eV: -10.165

Each line ends with the natural charge from an NBO analysis.
Element x y z (Å)
Cl -2.05 -0.53 -0.95  -0.05
C 0.08 0.59 0.54  0.04
H 0.43 0.77 1.57  0.19
F 0.97 -0.32 -1.51  -0.35
H -0.99 -1.31 1.12  0.24
H 1.42 -1.24 0.29  0.20
C -0.72 -0.64 0.33  -0.24
O -0.11 1.71 -0.20  -0.66
C 0.68 -0.52 -0.13  0.14
H 0.29 1.49 -1.06  0.49

Stability check: which of them is least stable? <one>.

<one>
The following is a DFT calculation (wB97M-V/def2-TZVPD) of a single C2H7NO2 molecule.

Gap between HOMO and LUMO in eV: 10.562
M in g/mol: 77.08
HOMO in eV: -9.741

Each line ends with the natural charge from an NBO analysis.
Element x y z (Å)
O -1.13 1.88 0.60  -0.68
C -0.41 -0.15 -0.25  0.27
N 0.14 0.83 0.56  -0.32
H 1.24 -1.46 -1.14  0.22
H -0.09 0.99 -1.73  0.48
H -1.25 -0.74 0.12  0.16
C 1.04 -1.10 -0.14  -0.67
H 0.74 -1.93 0.51  0.20
H -1.79 1.59 1.25  0.44
O -0.66 0.24 -1.53  -0.69
H 0.19 0.52 1.53  0.36
H 1.97 -0.67 0.21  0.22

<two>
The following is a DFT calculation (wB97M-V/def2-TZVPD) of 2 unconnected molecules or ions with the total composition C2H7NO2.

Gap between HOMO and LUMO (spin up / spin down) in eV: 8.540 / 8.539
M in g/mol: 77.08
HOMO (spin up / spin down) in eV: -9.481 / -9.480

Each line ends with the natural charge from an NBO analysis.
Element x y z (Å)
C -1.57 0.51 0.39  -0.64
H 3.07 -0.20 0.89  0.36
O 1.79 0.38 -0.48  -0.18
H 3.01 -1.11 -0.53  0.35
C -0.71 -0.55 -0.19  -0.09
N 2.95 -0.21 -0.12  -0.40
H -0.40 -0.34 -1.23  0.19
H -1.97 0.14 1.29  0.21
H -0.96 1.40 0.37  0.22
H -1.24 -1.51 -0.13  0.18
H -2.50 0.66 -0.21  0.20
O 0.49 -0.70 0.36  -0.40

Stability check: which of them is least stable? <two>.

<one>
The following is a DFT calculation (wB97M-V/def2-TZVPD) of 2 unconnected molecules or ions with the total composition C2H8N2S.

Gap between HOMO and LUMO in eV: 9.602
M in g/mol: 92.17
HOMO in eV: -8.654

Each line ends with the natural charge from an NBO analysis.
Element x y z (Å)
H -2.13 1.75 0.76  0.35
N -1.27 1.38 0.26  -0.72
C -0.25 -2.25 -0.19  -0.70
H 0.57 0.58 -1.01  0.41
H 1.80 -0.64 0.22  0.12
N 0.42 1.53 -1.35  -0.87
C -0.68 2.16 -0.62  0.27
H -0.96 3.14 -1.00  0.16
H 1.02 2.22 -1.79  0.39
S 0.79 -1.24 1.04  -0.08
H -1.27 -2.15 0.22  0.23
H -0.18 -1.65 -1.15  0.22
H 0.10 -3.28 -0.44  0.22

<two>
The following is a DFT calculation (wB97M-V/def2-TZVPD) of 2 unconnected molecules or ions with the total composition C2H8N2S.

Gap between HOMO and LUMO in eV: 7.280
M in g/mol: 92.17
HOMO in eV: -7.677

Each line ends with the natural charge from an NBO analysis.
Element x y z (Å)
H 0.01 -0.13 -2.06  0.14
S -0.85 1.74 -1.33  0.43
H -1.00 3.54 0.30  0.22
H 0.93 -2.63 -0.59  0.33
C -0.46 2.48 0.29  -0.78
N 0.55 -2.85 0.31  -0.65
H 0.60 2.90 0.21  0.25
H 0.24 -1.53 1.78  0.34
C 0.23 0.49 -1.22  -0.50
H -0.81 1.81 1.11  0.25
N 0.63 -1.64 0.86  -0.67
H 0.28 -0.89 0.22  0.33
H -0.34 -3.29 0.12  0.30

<three>
The following is a DFT calculation (wB97M-V/def2-TZVPD) of 2 unconnected molecules or ions with the total composition C2H8N2S.

Gap between HOMO and LUMO in eV: 8.760
M in g/mol: 92.17
HOMO in eV: -8.599

Each line ends with the natural charge from an NBO analysis.
Element x y z (Å)
H -0.71 0.06 2.96  0.34
H 2.51 0.89 -0.37  0.24
H -1.82 -1.73 2.34  0.16
H -0.60 -1.25 -0.18  0.40
H -1.70 -2.64 0.12  0.40
C 1.89 0.41 -1.16  -0.53
H 1.38 -0.45 -0.77  0.22
N -1.02 -1.90 0.42  -0.81
H 2.29 0.37 -2.17  0.23
H -0.84 1.78 -1.26  0.21
N -0.39 -0.34 2.02  -0.74
S 0.34 1.50 -1.28  -0.38
C -1.23 -1.30 1.62  0.26

Stability check: which of them is least stable? <two>.